(1)
C29H27CuN5OS2Si | ωB97M-V/def2-TZVPD

The calculation puts the LUMO energy (alpha / beta) at -0.9588 / -1.0135 eV. Its energy above the lowest of the compared OMol25 structures with the same formula, charge and spin is 53.87 kJ/mol. The calculation puts the HOMO energy (alpha / beta) at -8.3 / -8.3 eV.

```
! wB97M-V def2-TZVPD RIJCOSX def2/J DEFGRID3
* xyz 0 2
Cu 1.0469 0.4562 0.9071
C 2.5950 -2.6187 5.3746
S 1.1448 -1.5700 5.1574
C 1.3890 -0.8655 3.5822
S 0.1107 0.1648 3.0621
N 2.5169 -1.1347 2.9588
N 2.5496 -0.5832 1.7118
C 3.6387 -0.6247 1.0568
C 3.6266 -0.0314 -0.2933
C 4.7202 -0.0339 -1.1389
C 4.5960 0.5704 -2.3827
C 3.3917 1.1471 -2.7483
C 2.3364 1.0980 -1.8500
N 2.4647 0.5288 -0.6577
H 2.3238 -3.3485 6.1367
H 3.4488 -2.0322 5.7065
H 2.8269 -3.1141 4.4372
H 4.5309 -1.0738 1.4827
H 5.6463 -0.5007 -0.8238
H 5.4366 0.5829 -3.0653
H 3.2643 1.6224 -3.7113
H 1.3537 1.5035 -2.0694
O -0.3835 0.7642 -0.2312
Si -1.7130 0.0742 -0.8051
C -2.8623 -0.6409 0.5088
C -2.3572 -1.5856 1.4127
C -3.1665 -2.1816 2.3693
C -4.5154 -1.8500 2.4395
C -5.0445 -0.9269 1.5488
C -4.2247 -0.3288 0.5943
C -1.3504 -1.4031 -1.9231
C -0.0458 -1.8295 -2.1883
C 0.2092 -2.9446 -2.9825
C -0.8473 -3.6556 -3.5327
C -2.1549 -3.2538 -3.2792
C -2.3995 -2.1450 -2.4802
C -2.6814 1.3430 -1.8019
C -2.9302 1.2069 -3.1718
C -3.6518 2.1681 -3.8745
C -4.1410 3.2876 -3.2163
C -3.8996 3.4495 -1.8561
C -3.1772 2.4886 -1.1614
H -1.3058 -1.8625 1.3670
H -2.7483 -2.9029 3.0621
H -5.1516 -2.3156 3.1831
H -6.0956 -0.6666 1.5974
H -4.6572 0.3875 -0.0973
H 0.7822 -1.2853 -1.7532
H 1.2296 -3.2579 -3.1722
H -0.6557 -4.5262 -4.1478
H -2.9826 -3.8112 -3.7018
H -3.4280 -1.8527 -2.2787
H -2.5569 0.3354 -3.7013
H -3.8347 2.0409 -4.9351
H -4.7055 4.0352 -3.7606
H -4.2775 4.3232 -1.3386
H -2.9899 2.6296 -0.0992
N 2.5575 2.3359 2.9851
C 3.7452 2.9324 3.1836
C 4.1176 3.4783 1.9740
C 3.0646 3.1442 1.1017
N 2.1195 2.4489 1.7268
H 1.9659 1.8443 3.6423
H 4.2258 2.9357 4.1506
H 5.0108 4.0419 1.7556
H 2.9492 3.3881 0.0542
*
```

***

(2)
C2H6 | ωB97M-V/def2-TZVPD

The calculation puts the LUMO energy at 1.2655 eV. Its energy above the lowest of the compared OMol25 structures with the same formula, charge and spin is 380.26 kJ/mol. The calculation puts the HOMO energy at -11.6 eV. The SMILES is CC.

```
! wB97M-V def2-TZVPD RIJCOSX def2/J DEFGRID3
* xyz 0 1
C -0.7560 0.0070 -0.0110
C 0.7326 -0.0389 -0.0455
H -1.1111 0.6915 0.8391
H -1.2054 0.0908 -1.0576
H -1.0418 -0.7430 0.2121
H 1.3018 1.1299 -0.3572
H 0.9971 -0.7939 -0.4740
H 1.0828 -0.3433 0.8941
*
```

***

(3)
C4H10N3 | ωB97M-V/def2-TZVPD

The calculation puts the LUMO energy at -4.7970 eV. Its energy above the lowest of the compared OMol25 structures with the same formula, charge and spin is 435.21 kJ/mol. The calculation puts the HOMO energy at -13.6 eV.

```
! wB97M-V def2-TZVPD RIJCOSX def2/J DEFGRID3
* xyz 1 1
C -0.3077 -1.4569 0.4851
C 0.8708 -0.7532 -0.2201
C -0.4630 1.1628 -1.0136
C 1.0798 1.4077 0.7997
N -1.6125 -1.0144 -0.0579
N -1.9445 0.0911 -0.4932
N 0.6621 0.6392 -0.4256
H -0.0652 -2.4912 0.2978
H -0.2824 -1.1743 1.4541
H 1.7609 -0.9657 0.2747
H 1.0215 -1.3389 -1.2180
H -0.6814 0.7471 -2.0398
H -0.8318 2.1695 -0.8068
H 1.9278 0.9812 1.1963
H 1.0759 2.5156 0.4674
H 0.1984 1.2157 1.4829
H -2.4085 -1.7355 -0.1831
*
```

***

(4)
C17H22Br2ClF8IN4O6PS2 | ωB97M-V/def2-TZVPD

The calculation puts the LUMO energy at -4.7408 eV. The calculation puts the HOMO energy at -12.2 eV. The SMILES is CCOCCON1C(N(CC(=O)Cl)[C@@H](Br)[C@H](C)Br)=[N+](CC(=O)I)[C@@](S)([PH2]=N)[C@]1(F)S(=O)(=O)C(F)(F)C(F)(F)C(F)(F)F.

```
! wB97M-V def2-TZVPD RIJCOSX def2/J DEFGRID3
* xyz 1 1
C 4.2597 -0.9801 -0.5225
C 4.2313 0.5393 -0.6593
O 2.9060 1.0172 -0.4153
C 2.8549 2.3477 0.0123
C 1.4183 2.6994 0.4051
O 0.7097 1.6185 1.0172
N 0.1932 0.6592 0.0980
C -1.0665 1.2195 -0.3368
N -1.3262 1.4014 -1.6026
C -2.7104 1.7032 -2.0352
C -3.7512 0.5920 -1.8821
O -4.8848 0.8197 -1.7232
Cl -3.1406 -1.0337 -2.1142
C -0.3136 1.2809 -2.7108
Br 0.9788 2.6976 -2.6802
C 0.2936 -0.1415 -2.8247
C 1.7725 -0.2873 -2.5110
Br -0.0534 -0.7497 -4.6524
N -1.9608 1.3455 0.6807
C -2.3787 2.6989 1.0835
C -3.7939 2.7103 1.6611
O -4.6739 2.1023 1.1683
I -4.0538 3.9657 3.3438
C -1.5879 0.3155 1.7469
S -1.3593 0.9654 3.3976
P -3.1378 -0.8233 1.9965
N -3.5814 -0.8834 3.4773
C -0.3821 -0.3694 0.9943
F -0.8989 -1.2961 0.1190
S 0.9013 -1.2670 2.0188
O 2.1012 -0.5072 1.9595
O 0.2753 -1.6930 3.2241
C 1.2918 -2.8322 1.0238
F 1.3390 -2.5530 -0.2849
F 2.5167 -3.1125 1.4420
C 0.3586 -4.0469 1.3007
F -0.9162 -3.6247 1.3654
F 0.7051 -4.5884 2.4594
C 0.4410 -5.1336 0.1882
F -0.1032 -6.2547 0.6153
F -0.2139 -4.7166 -0.8971
F 1.7116 -5.3506 -0.1386
H 4.8863 -1.4334 -1.2939
H 4.6303 -1.2900 0.4576
H 3.2394 -1.3687 -0.6262
H 4.9124 1.0187 0.0572
H 4.5360 0.8502 -1.6704
H 3.5343 2.5221 0.8616
H 3.1579 3.0397 -0.7933
H 1.4244 3.4622 1.1930
H 0.8475 3.1075 -0.4390
H -2.6718 1.9368 -3.1015
H -3.1162 2.5760 -1.5213
H -0.8918 1.5095 -3.5993
H -0.3008 -0.8134 -2.2075
H 2.0178 -1.3535 -2.4736
H 2.3880 0.1754 -3.2864
H 2.0024 0.1512 -1.5343
H -1.6608 3.1482 1.7731
H -2.4140 3.3318 0.1872
H -0.3099 1.7274 3.0590
H -2.7116 -2.0255 1.4424
H -3.9904 -0.2677 1.0320
H -4.4809 -0.4589 3.6756
*
```

***

(5)
C2H2KO2 | ωB97M-V/def2-TZVPD

The calculation puts the LUMO energy (alpha / beta) at -0.6546 / -0.7031 eV. Its energy above the lowest of the compared OMol25 structures with the same formula, charge and spin is 234.25 kJ/mol. The calculation puts the HOMO energy (alpha / beta) at -5.5 / -7.5 eV.

```
! wB97M-V def2-TZVPD RIJCOSX def2/J DEFGRID3
* xyz 0 2
O -2.2495 0.5140 -0.3160
C -1.0205 0.2849 -0.8206
C -0.6749 -1.0800 -0.5870
O -0.1906 -1.1892 0.6294
H -2.2946 -0.2514 0.5290
K 1.5414 0.6693 0.2049
H -1.3925 -1.8726 -0.9063
*
```

***

(6)
C2H10O4 | ωB97M-V/def2-TZVPD

The calculation puts the LUMO energy at 0.7283 eV. Its energy above the lowest of the compared OMol25 structures with the same formula, charge and spin is 44.79 kJ/mol. The calculation puts the HOMO energy at -10.2 eV. The SMILES is CC=O.O.O.O.

```
! wB97M-V def2-TZVPD RIJCOSX def2/J DEFGRID3
* xyz 0 1
C -0.6605 -1.8543 1.6432
C -1.3735 -0.5427 1.5661
O -1.2966 0.2011 0.6177
H 0.2880 -1.7251 2.1634
H -0.4617 -2.2515 0.6486
H -1.2877 -2.5983 2.1388
H -1.9349 -0.1653 2.4341
O -1.6205 1.7486 -2.5438
H -1.3386 1.3748 -1.7125
H -2.1924 1.2052 -3.0825
O 1.5410 0.8168 -1.6809
H 1.5867 1.7373 -1.4246
H 0.6737 0.7683 -2.0906
O 2.8209 -0.5662 1.1551
H 2.8750 -1.4929 0.9160
H 2.5400 -0.0827 0.3645
*
```

***

(7)
C14H16N2O5S2 | ωB97M-V/def2-TZVPD

The calculation puts the LUMO energy at 0.5228 eV. Its energy above the lowest of the compared OMol25 structures with the same formula, charge and spin is 3.11 kJ/mol. The calculation puts the HOMO energy at -8.8 eV. The SMILES is CCOC(=O)Cc1csc(NS(=O)(=O)c2ccc(OC)cc2)n1.

```
! wB97M-V def2-TZVPD RIJCOSX def2/J DEFGRID3
* xyz 0 1
C -0.6516 2.1757 -2.9307
C -1.8093 1.2497 -3.2748
O -2.5415 0.8897 -2.1000
C -2.1009 -0.1508 -1.3956
O -1.1807 -0.8523 -1.7285
C -2.8805 -0.2883 -0.1042
C -2.1669 0.5667 0.9013
C -2.0130 1.9170 0.8327
S -1.0226 2.4917 2.1264
C -0.8904 0.8379 2.6617
N -0.1223 0.5499 3.7588
S 1.5503 0.8790 3.5394
O 1.6488 2.2555 3.1729
O 2.1962 0.4110 4.7228
C 1.8854 -0.1777 2.1504
C 1.6283 0.2847 0.8754
C 1.6892 -0.5856 -0.1971
C 2.0042 -1.9292 0.0157
O 2.0649 -2.8642 -0.9489
C 1.6759 -2.5142 -2.2636
C 2.2909 -2.3720 1.3147
C 2.2171 -1.5019 2.3789
N -1.5215 -0.0260 1.9413
H -0.1180 2.4469 -3.8370
H -1.0198 3.0795 -2.4520
H 0.0353 1.6773 -2.2507
H -2.5325 1.7469 -3.9237
H -1.4418 0.3376 -3.7565
H -2.8604 -1.3212 0.2366
H -3.9016 0.0594 -0.2558
H -2.4187 2.5882 0.1043
H -0.2646 -0.3878 4.1093
H 1.3912 1.3277 0.7337
H 1.4720 -0.2237 -1.1878
H 1.7054 -3.4424 -2.8314
H 0.6640 -2.1037 -2.2774
H 2.3761 -1.7986 -2.7052
H 2.5475 -3.4097 1.4554
H 2.4160 -1.8227 3.3892
*
```